# 1
Below is a structure of composition C3H10N4S at a distorted geometry, with properties calculated with the ωB97M-V functional and the def2-TZVPD basis.

## Properties
total energy = -736.59365 a.u.
total charge = +2
spin multiplicity = 3
frontier orbital gap (spin up / spin down) = 7.7 / 7.3 eV
⟨S²⟩ = 2.0122
energy above the lowest of the compared OMol25 structures with the same formula, charge and spin = 25.9 kcal per mole

Cartesian coordinates (Å):
C 0.1965 0.7980 0.3473
C 1.9552 1.0820 -1.3535
C -1.4810 -0.3228 1.7486
N 0.9243 -1.0301 -0.6603
N 1.0178 0.3210 -0.5845
N -0.5603 -0.2974 0.8440
N -0.2201 -1.3697 0.0594
S 0.1999 2.4463 0.8217
H 2.8264 1.3525 -0.7485
H 2.2995 0.5055 -2.2115
H 1.4868 2.0044 -1.7055
H -1.7798 0.5662 2.2803
H -1.9788 -1.2463 2.0006
H -2.8327 -1.6987 -0.7938
H 1.0652 -1.4998 -1.5593
H -2.0545 -1.6893 -0.6218
H -0.2210 -2.3071 0.4736
H -0.8433 2.3855 1.6632

Forces on atoms 1 to 2 (eV/Å):
-2.52 -1.20 2.62
1.20 0.75 -0.60

Löwdin atomic charges, in units of e:
1. C -0.49
2. C 0.03
3. C 0.15
4. N 0.22
5. N -0.12
6. N -0.09
7. N 0.10
8. S 1.10
9. H 0.13
10. H 0.13
11. H 0.12
12. H 0.11
13. H 0.12
14. H 0.11
15. H 0.23
16. H 0.02
17. H 0.21
18. H -0.07

# 2
Below is the ion C3H10N5 with charge +1 at a distorted geometry, with properties calculated with the ωB97M-V functional and the def2-TZVPD basis.

## Properties
total energy = -393.64052 a.u.
total charge = +1
frontier orbital gap = 8.8 eV
energy above the lowest of the compared OMol25 structures with the same formula, charge and spin = 136.5 kcal per mole

Cartesian coordinates (Å):
C -0.4672 1.1216 -0.3352
C 2.2661 -0.5305 0.1008
C -0.9217 0.8474 1.0293
N -0.9690 0.4853 -1.4657
N -0.7894 -0.8400 -1.5898
N 0.2574 -1.2467 -1.0698
N 0.8672 -0.5083 -0.1454
N -2.0089 -0.0958 1.0769
H -0.0347 2.1010 -0.4708
H 3.0784 -0.4152 -0.6237
H 2.3080 0.3170 0.7436
H 2.7123 -1.4270 0.5754
H -1.2416 1.8808 1.5051
H -0.1834 0.4980 1.6579
H 0.5608 -2.1034 -1.4725
H -1.2461 1.1651 -2.2487
H -2.4158 -0.2283 1.9934
H -1.7725 -1.0210 0.7392

Forces on atoms 1 to 2 (eV/Å):
0.86 -1.68 -0.94
1.94 -0.80 0.41

Löwdin atomic charges, in units of e:
1. C -0.01
2. C -0.08
3. C -0.27
4. N 0.04
5. N 0.08
6. N 0.01
7. N -0.03
8. N 0.02
9. H 0.14
10. H 0.09
11. H 0.08
12. H 0.11
13. H 0.18
14. H 0.08
15. H 0.19
16. H 0.22
17. H 0.09
18. H 0.06